*one*
12
Properties=species:S:1:pos:R:3 method="wB97M-V/def2-TZVPD" homo_ha=-0.3504 orbital_gap_ev=10.171 charge=0
C -0.30 -1.28 0.38
N 1.84 1.85 0.23
N 0.02 1.06 -1.18
O -1.34 -0.62 1.04
O 0.88 -0.53 0.59
S 0.47 1.22 0.46
H -0.58 -1.24 -0.69
H -0.98 -0.30 1.90
H -0.17 -2.26 0.65
H 2.15 2.23 1.13
H -0.79 1.46 -1.50
H 0.85 1.32 -1.74


*two*
12
Properties=species:S:1:pos:R:3 method="wB97M-V/def2-TZVPD" smiles=CNSOON homo_ha=-0.3218 orbital_gap_ev=9.447 charge=0
C 2.28 -0.31 -0.04
N 1.15 0.46 0.44
S -0.05 0.97 -0.54
O -1.04 -0.32 -1.07
O -1.93 -0.97 0.00
N -2.90 -0.10 0.33
H 1.78 -0.95 -0.93
H 3.07 0.36 -0.42
H 2.49 -0.95 0.76
H 1.19 0.89 1.40
H -3.44 0.09 -0.59
H -2.59 0.82 0.65


The structure with the least stability is *two*.


*one*
15
Properties=species:S:1:pos:R:3 method="wB97M-V/def2-TZVPD" smiles=CCSC.O homo_ha=-0.3000 orbital_gap_ev=8.739 charge=0
C 0.39 0.24 2.14
C 0.28 0.65 0.66
S -1.43 1.24 0.33
C -1.90 0.05 -0.99
H 1.39 -0.16 2.33
H 0.16 1.08 2.77
H -0.26 -0.62 2.33
H 0.89 1.56 0.54
H 0.87 0.01 0.00
H -1.89 -0.97 -0.64
H -1.14 0.15 -1.77
H -2.82 0.40 -1.43
O 1.67 -0.92 -1.89
H 1.45 -1.85 -1.85
H 2.35 -0.86 -2.54


*two*
15
Properties=species:S:1:pos:R:3 method="wB97M-V/def2-TZVPD" smiles=CCO.CS homo_ha=-0.3309 orbital_gap_ev=9.740 charge=0
C 1.20 2.60 -2.94
C 0.68 2.00 -1.64
O 1.38 0.74 -1.40
H 0.45 2.72 -3.72
H 1.46 3.66 -2.77
H 2.04 2.04 -3.31
H -0.37 1.73 -1.73
H 0.80 2.60 -0.74
H 1.80 0.81 -0.52
C -0.11 -1.22 2.22
S -1.60 -2.20 1.77
H -0.08 -0.48 1.44
H -0.09 -0.84 3.24
H 0.79 -1.82 2.10
H -2.51 -1.77 2.65


*three*
15
Properties=species:S:1:pos:R:3 method="wB97M-V/def2-TZVPD" smiles=CCCS.O homo_ha=-0.3369 orbital_gap_ev=10.002 charge=0
C 0.57 1.24 -1.99
C -0.62 0.76 -1.15
C -0.18 0.34 0.26
S -1.48 -0.52 1.22
H 0.22 1.80 -2.86
H 1.17 0.42 -2.37
H 1.21 1.92 -1.42
H -1.36 1.56 -1.08
H -1.13 -0.05 -1.66
H 0.07 1.22 0.83
H 0.68 -0.32 0.20
H -1.67 -1.51 0.34
O 0.74 -2.03 3.48
H 0.25 -2.27 2.69
H 1.54 -2.56 3.51


The structure with the least stability is *two*.


*one*
15
Properties=species:S:1:pos:R:3 method="wB97M-V/def2-TZVPD" smiles=CSC.CO homo_ha=-0.3078 orbital_gap_ev=9.271 charge=0
C 1.43 1.42 -0.53
S 0.78 0.35 0.75
C 2.14 0.35 1.88
H 1.96 2.26 -0.11
H 0.63 1.79 -1.17
H 2.19 0.87 -1.13
H 1.81 -0.12 2.82
H 2.43 1.36 2.10
H 2.97 -0.14 1.48
C -3.05 -1.38 -1.24
O -1.70 -1.05 -0.95
H -3.08 -2.43 -1.40
H -3.32 -0.82 -2.09
H -3.71 -1.11 -0.38
H -1.49 -1.34 -0.03


*two*
15
Properties=species:S:1:pos:R:3 method="wB97M-V/def2-TZVPD" smiles=CCSC.O homo_ha=-0.3082 orbital_gap_ev=9.114 charge=0
C -2.16 -1.29 0.55
C -1.81 -0.49 -0.71
S -0.30 -1.01 -1.55
C 0.85 0.16 -0.80
H -1.65 -1.00 1.48
H -2.01 -2.37 0.48
H -3.18 -1.18 0.94
H -1.82 0.57 -0.46
H -2.60 -0.55 -1.46
H 1.26 -0.29 0.12
H 1.80 0.22 -1.40
H 0.42 1.13 -0.50
O 3.36 2.05 1.27
H 4.22 1.95 1.70
H 3.63 2.09 0.35


The structure with the least stability is *one*.


*one*
70
Properties=species:S:1:pos:R:3 method="wB97M-V/def2-TZVPD" homo_ha=-0.3115 orbital_gap_ev=6.365 charge=0
C -14.61 0.31 7.27
C -14.75 -0.76 6.42
C -14.10 -1.96 6.68
C -13.17 -2.15 7.72
C -13.01 -1.04 8.53
C -13.65 0.20 8.26
N -12.55 -3.52 8.09
O -12.05 -3.57 9.25
O -12.79 -4.44 7.34
H -15.17 1.22 7.11
H -15.43 -0.66 5.60
H -14.28 -2.84 6.07
H -12.37 -1.12 9.40
H -13.41 1.03 8.90
C -9.79 -1.52 9.30
C -10.30 -2.51 10.10
C -9.85 -2.64 11.44
C -8.93 -1.67 11.95
C -8.39 -0.73 11.08
C -8.82 -0.67 9.79
N -8.64 -1.57 13.39
O -7.87 -0.78 13.79
O -9.03 -2.50 14.11
H -10.33 -1.34 8.39
H -11.02 -3.19 9.68
H -10.28 -3.42 12.05
H -7.68 0.06 11.29
H -8.50 0.14 9.15
C -7.47 6.52 12.89
C -7.98 5.96 11.74
C -8.91 6.64 11.01
C -9.40 7.92 11.47
C -8.84 8.47 12.56
C -7.78 7.84 13.22
N -10.43 8.60 10.70
O -10.82 7.99 9.69
O -10.80 9.67 11.14
H -6.78 5.93 13.48
H -7.59 5.04 11.36
H -9.28 6.13 10.13
H -9.10 9.49 12.82
H -7.31 8.24 14.11
C -9.10 4.78 9.33
C -10.40 4.91 8.96
C -11.16 3.77 8.72
C -10.61 2.47 8.72
C -9.23 2.37 9.12
C -8.49 3.50 9.41
N -11.41 1.27 8.36
O -10.82 0.21 8.38
O -12.52 1.40 7.80
H -8.46 5.65 9.40
H -10.83 5.90 8.96
H -12.21 3.84 8.49
H -8.71 1.43 9.13
H -7.46 3.29 9.65
C -8.83 0.07 6.72
C -9.19 0.21 5.36
C -8.52 -0.52 4.37
C -7.55 -1.48 4.70
C -7.23 -1.60 6.09
C -7.77 -0.79 7.10
N -6.98 -2.31 3.62
O -6.12 -3.13 3.84
O -7.53 -2.28 2.51
H -9.27 0.70 7.48
H -9.83 1.03 5.08
H -8.79 -0.30 3.35
H -6.50 -2.34 6.41
H -7.44 -0.89 8.12


*two*
70
Properties=species:S:1:pos:R:3 method="wB97M-V/def2-TZVPD" smiles="O=[N+]([O-])c1ccccc1.O=[N+]([O-])c1ccccc1.O=[N+]([O-])c1ccccc1.O=[N+]([O-])c1ccccc1.O=[N+]([O-])c1ccccc1" homo_ha=-0.3565 orbital_gap_ev=8.708 charge=0
O 7.00 3.87 -3.05
N 6.59 2.95 -2.39
O 6.81 1.77 -2.57
C 5.75 3.27 -1.24
C 4.89 2.32 -0.69
C 4.15 2.67 0.44
C 4.18 3.95 0.96
C 5.04 4.89 0.43
C 5.85 4.53 -0.64
H 4.76 1.40 -1.23
H 3.46 1.90 0.75
H 3.51 4.18 1.78
H 5.05 5.88 0.87
H 6.60 5.24 -0.97
O -0.69 4.78 -7.02
N -0.54 5.28 -5.92
O -0.71 6.46 -5.70
C -0.16 4.42 -4.83
C -0.58 4.79 -3.55
C -0.27 3.97 -2.49
C 0.43 2.78 -2.67
C 0.85 2.41 -3.95
C 0.58 3.27 -5.02
H -1.24 5.62 -3.33
H -0.63 4.19 -1.49
H 0.57 2.10 -1.85
H 1.31 1.45 -4.14
H 0.88 2.95 -6.01
O 0.82 1.92 1.87
N 0.81 0.92 1.19
O 0.58 0.87 0.00
C 0.90 -0.40 1.86
C 1.62 -0.56 3.03
C 1.64 -1.76 3.70
C 0.93 -2.82 3.14
C 0.29 -2.72 1.92
C 0.25 -1.48 1.28
H 2.16 0.27 3.47
H 2.25 -1.84 4.59
H 0.86 -3.71 3.75
H -0.19 -3.53 1.40
H -0.25 -1.36 0.33
O -6.87 0.06 5.28
N -5.69 -0.12 5.17
O -4.84 0.51 5.75
C -5.23 -1.18 4.26
C -3.87 -1.37 4.06
C -3.48 -2.27 3.07
C -4.41 -3.18 2.56
C -5.75 -3.04 2.88
C -6.18 -2.07 3.79
H -3.11 -0.67 4.38
H -2.43 -2.49 2.89
H -4.09 -3.95 1.87
H -6.41 -3.80 2.47
H -7.23 -1.92 3.96
O -0.66 -1.51 -2.24
N -1.62 -2.24 -2.07
O -2.76 -1.92 -2.27
C -1.35 -3.59 -1.57
C -2.39 -4.53 -1.52
C -2.11 -5.81 -1.10
C -0.81 -6.13 -0.69
C 0.24 -5.23 -0.74
C -0.08 -3.94 -1.16
H -3.41 -4.28 -1.76
H -2.85 -6.60 -1.15
H -0.61 -7.15 -0.38
H 1.24 -5.54 -0.48
H 0.69 -3.18 -1.26


*three*
70
Properties=species:S:1:pos:R:3 method="wB97M-V/def2-TZVPD" smiles="O=[N+]([O-])c1ccccc1.O=[N+]([O-])c1ccccc1.O=[N+]([O-])c1ccccc1.O=[N+]([O-])c1ccccc1.O=[N+]([O-])c1ccccc1" homo_ha=-0.3587 orbital_gap_ev=8.941 charge=0
O -2.46 0.15 -7.11
N -3.11 1.18 -7.08
O -4.08 1.40 -7.78
C -2.78 2.21 -6.08
C -2.23 1.87 -4.86
C -1.84 2.88 -3.99
C -2.17 4.21 -4.27
C -2.85 4.51 -5.44
C -3.13 3.52 -6.37
H -2.02 0.83 -4.63
H -1.39 2.61 -3.05
H -1.93 4.97 -3.54
H -3.19 5.53 -5.57
H -3.68 3.74 -7.27
O 3.06 0.72 2.20
N 1.95 0.39 2.56
O 1.73 -0.35 3.50
C 0.79 0.88 1.80
C -0.48 0.69 2.31
C -1.53 1.19 1.56
C -1.33 1.79 0.33
C -0.05 1.90 -0.19
C 1.02 1.42 0.55
H -0.68 0.34 3.31
H -2.54 1.18 1.97
H -2.20 2.09 -0.24
H 0.18 2.32 -1.16
H 2.02 1.38 0.14
O -4.56 1.63 3.72
N -4.00 1.06 4.63
O -2.86 0.63 4.56
C -4.67 1.04 5.92
C -5.96 1.53 6.05
C -6.59 1.47 7.28
C -5.91 0.98 8.39
C -4.61 0.54 8.26
C -4.00 0.52 7.01
H -6.43 1.94 5.17
H -7.62 1.79 7.34
H -6.43 0.95 9.34
H -4.10 0.04 9.07
H -3.03 0.06 6.88
O 3.73 0.64 -2.74
N 2.65 0.60 -3.30
O 1.61 1.02 -2.83
C 2.58 0.03 -4.64
C 1.36 -0.28 -5.20
C 1.31 -0.85 -6.46
C 2.47 -1.06 -7.20
C 3.69 -0.71 -6.63
C 3.75 -0.21 -5.34
H 0.40 -0.30 -4.71
H 0.31 -0.98 -6.86
H 2.43 -1.40 -8.22
H 4.61 -0.81 -7.18
H 4.71 0.08 -4.95
O 5.16 -7.71 2.25
N 4.34 -6.81 2.36
O 3.14 -6.96 2.38
C 4.86 -5.43 2.48
C 3.97 -4.38 2.33
C 4.28 -3.13 2.87
C 5.52 -2.95 3.47
C 6.40 -4.01 3.62
C 6.10 -5.26 3.08
H 2.96 -4.54 1.99
H 3.52 -2.36 2.88
H 5.72 -2.00 3.96
H 7.33 -3.88 4.15
H 6.80 -6.06 3.22


The structure with the least stability is *one*.


*one*
21
Properties=species:S:1:pos:R:3 method="wB97M-V/def2-TZVPD" smiles=CNCN.O.O.O homo_ha=-0.3310 orbital_gap_ev=9.608 charge=0
C 0.57 0.71 1.66
N 1.23 1.43 0.57
C 0.27 2.23 -0.17
N -0.39 1.59 -1.32
H 1.37 0.39 2.32
H -0.19 1.33 2.24
H -0.11 -0.07 1.36
H 1.93 2.03 0.99
H 0.83 3.05 -0.68
H -0.49 2.71 0.47
H 0.30 1.03 -1.82
H -1.18 1.01 -1.10
O 2.07 -1.60 -0.36
H 2.92 -1.48 0.07
H 1.84 -1.01 -1.08
O -2.60 -0.54 -0.38
H -2.03 -1.24 -0.02
H -3.23 -1.05 -0.89
O -1.00 -2.83 -0.01
H -0.64 -3.41 0.66
H -0.30 -2.21 -0.32


*two*
21
Properties=species:S:1:pos:R:3 method="wB97M-V/def2-TZVPD" smiles=NCCN.O.O.O homo_ha=-0.3630 orbital_gap_ev=10.626 charge=0
N 2.03 -0.84 0.10
C 1.04 0.21 0.49
C 0.31 0.70 -0.76
N -0.78 1.60 -0.37
H 2.38 -0.50 -0.81
H 2.84 -0.64 0.69
H 1.46 1.03 1.03
H 0.30 -0.27 1.13
H 1.01 1.26 -1.40
H -0.04 -0.20 -1.28
H -1.25 1.91 -1.22
H -1.48 1.02 0.09
O 0.33 2.93 2.03
H 0.03 2.75 1.12
H 0.17 3.87 2.16
O -2.33 -1.32 -1.12
H -2.31 -0.88 -1.97
H -1.60 -1.97 -1.16
O -0.24 -3.10 -0.28
H 0.01 -2.45 0.39
H -0.79 -3.73 0.19


*three*
21
Properties=species:S:1:pos:R:3 method="wB97M-V/def2-TZVPD" smiles=NCCN.O.O.O homo_ha=-0.3544 orbital_gap_ev=10.255 charge=0
N -3.02 -1.46 -0.10
C -1.98 -0.68 -0.77
C -0.61 -0.64 0.07
N 0.07 0.65 0.23
H -3.90 -1.36 -0.58
H -2.67 -2.44 -0.11
H -1.65 -1.11 -1.73
H -2.36 0.30 -0.93
H 0.05 -1.18 -0.63
H -0.82 -1.11 1.03
H 0.79 0.54 0.95
H -0.71 1.09 0.72
O 0.17 1.84 -2.30
H 0.00 1.31 -1.47
H -0.15 1.13 -2.88
O 3.58 1.85 1.20
H 4.04 2.67 0.91
H 2.78 1.87 0.65
O 1.83 -1.24 2.04
H 2.52 -1.73 1.61
H 2.02 -0.29 2.08


The structure with the least stability is *three*.


*one*
14
Properties=species:S:1:pos:R:3 method="wB97M-V/def2-TZVPD" smiles="[H]/N=C/N/C(=N/[H])C(=C)F" homo_ha=-0.3452 orbital_gap_ev=9.057 charge=0
H -3.16 0.63 0.61
N -2.82 -0.08 0.01
C -1.55 -0.20 0.41
N -0.70 -1.05 -0.16
C 0.66 -1.00 -0.10
N 1.46 -2.05 -0.14
H 2.43 -1.81 0.02
C 1.17 0.39 -0.03
C 0.80 1.71 -0.35
F 2.43 0.17 0.44
H -1.03 0.55 1.10
H -1.15 -1.86 -0.54
H -0.05 2.02 -1.12
H 1.50 2.58 -0.13


*two*
14
Properties=species:S:1:pos:R:3 method="wB97M-V/def2-TZVPD" smiles="[H]/N=C1/[C@H](F)C=NN1C" homo_ha=-0.3325 orbital_gap_ev=9.709 charge=0
H -1.33 -1.02 -1.80
N -0.57 -0.44 -1.99
C -0.10 0.03 -0.93
C 1.29 0.80 -0.86
F 2.20 -0.32 -1.24
C 1.32 1.34 0.59
N 0.38 0.76 1.17
N -0.32 -0.24 0.53
C -1.38 -1.08 1.18
H 1.40 1.58 -1.60
H 1.93 2.21 0.97
H -1.29 -0.74 2.22
H -2.44 -0.70 0.77
H -1.10 -2.18 0.97


The structure with the least stability is *two*.


*one*
13
Properties=species:S:1:pos:R:3 method="wB97M-V/def2-TZVPD" smiles=Nn1occ2ncnc1-2 homo_ha=-0.3430 orbital_gap_ev=9.193 charge=0
N -2.23 -0.96 0.40
N -1.25 -0.45 -0.38
O -1.55 1.09 -0.28
C -0.32 1.66 0.12
C 0.65 0.67 0.16
N 2.09 0.65 0.25
C 2.27 -0.58 -0.10
N 1.08 -1.37 -0.08
C 0.12 -0.57 -0.17
H -1.91 -1.43 1.24
H -3.15 -1.44 -0.26
H -0.04 2.79 0.12
H 3.29 -0.84 -0.28


*two*
13
Properties=species:S:1:pos:R:3 method="wB97M-V/def2-TZVPD" homo_ha=-0.3412 orbital_gap_ev=9.296 charge=0
C 1.02 1.01 0.06
C 0.61 0.09 0.92
N -0.26 -0.53 1.55
N -1.42 -0.87 0.96
N -1.83 -0.07 -0.12
C -0.93 -0.10 -1.06
O -0.04 -1.10 -1.32
C -1.11 0.88 -2.10
N -1.14 1.57 -3.02
H 2.00 0.98 -0.47
H 0.68 2.03 0.07
H -2.03 -0.95 1.76
H -0.55 -1.91 -1.38


The structure with the least stability is *one*.


*one*
10
Properties=species:S:1:pos:R:3 method="wB97M-V/def2-TZVPD" homo_ha="-0.3233 / -0.3070" orbital_gap_ev="7.627 / 7.238" charge=0
B 0.66 -0.50 0.31
B -0.44 0.67 -0.62
C 1.54 0.06 1.37
C -1.59 -0.24 -0.85
H 2.54 -0.25 1.37
H -2.64 -0.04 -0.47
H -0.42 1.81 -0.53
H 0.88 -1.29 -0.40
H 1.37 0.74 2.14
H -1.62 -1.24 -1.35


*two*
10
Properties=species:S:1:pos:R:3 method="wB97M-V/def2-TZVPD" smiles="B/C=C/B" homo_ha=-0.3385 orbital_gap_ev=8.068 charge=0
B -0.86 0.62 -1.75
C -0.12 0.58 -0.38
C -0.26 -0.70 0.71
B 0.93 -0.48 1.63
H -1.13 -0.45 -2.18
H -0.96 1.70 -2.40
H 0.68 1.23 -0.08
H -1.00 -1.39 0.65
H 1.48 -1.56 1.52
H 1.25 0.45 2.28


The structure with the least stability is *one*.